(w)
{
  "formula": "CH4N2OS",
  "method": "the ωB97M-V functional and the def2-TZVPD basis",
  "homo_lumo_gap_ev": 9.9,
  "lumo_ha": 0.0283,
  "smiles": "O/N=C\\NS",
  "elements": ["O", "N", "C", "N", "S", "H", "H", "H", "H"],
  "coordinates": [[1.728, -0.775, -0.207], [1.519, 0.646, -0.065], [0.222, 0.797, -0.210], [-0.708, -0.217, -0.340], [-2.360, -0.107, -0.170], [2.348, -0.935, 0.469], [-0.206, 1.764, -0.328], [-0.212, -1.096, -0.354], [-2.332, -0.077, 1.205]],
  "mulliken_charge": [-0.4188, -0.4230, 0.1168, -0.2883, -0.1516, 0.3195, 0.3874, 0.3202, 0.1378]
}

(x)
{
  "formula": "CH4N2OS",
  "method": "the ωB97M-V functional and the def2-TZVPD basis",
  "homo_lumo_gap_ev": [7.4, 7.4],
  "lumo_ha": [-0.0750, -0.0751],
  "elements": ["C", "N", "N", "O", "S", "H", "H", "H", "H"],
  "coordinates": [[2.460, 0.342, -0.728], [1.526, 1.126, -0.978], [-3.048, -0.403, 1.815], [-2.551, -0.790, 0.661], [-1.186, -0.280, 0.071], [3.430, 0.781, -0.614], [2.650, -0.762, -0.767], [-3.938, -0.811, 1.873], [0.657, 0.798, -1.332]],
  "mulliken_charge": [-0.1260, -0.5202, -0.2444, 0.0135, -0.0332, 0.2264, 0.2057, 0.2409, 0.2373]
}

So which one is most stable? That would be (w), about 85.8 kcal/mol below the next structure.

(w)
{
  "formula": "C4H10S",
  "method": "the ωB97M-V functional and the def2-TZVPD basis",
  "homo_lumo_gap_ev": [8.0, 8.4],
  "lumo_ha": [0.0101, 0.0308],
  "elements": ["C", "C", "C", "C", "S", "H", "H", "H", "H", "H", "H", "H", "H", "H", "H"],
  "coordinates": [[-1.290, -0.904, -0.635], [0.055, -1.370, -0.040], [1.121, -0.592, -0.742], [0.750, 1.939, 0.741], [-0.154, 1.288, 1.987], [-1.640, -0.032, -0.244], [-2.024, -1.641, -0.647], [-1.226, -0.537, -1.679], [0.402, -2.438, -0.392], [0.104, -1.263, 1.035], [1.021, -0.215, -1.829], [2.174, -0.793, -0.428], [1.796, 2.091, 0.946], [0.256, 2.381, -0.098], [-1.345, 2.087, 2.026]],
  "mulliken_charge": [-1.1196, 0.0098, -0.8935, -0.6278, -0.2099, 0.2927, 0.3576, 0.3069, 0.2417, 0.2535, 0.2748, 0.3102, 0.3185, 0.3536, 0.1315]
}

(x)
{
  "formula": "C4H10S",
  "method": "the ωB97M-V functional and the def2-TZVPD basis",
  "homo_lumo_gap_ev": 9.7,
  "lumo_ha": 0.0310,
  "smiles": "CCCCS",
  "elements": ["C", "C", "C", "C", "S", "H", "H", "H", "H", "H", "H", "H", "H", "H", "H"],
  "coordinates": [[2.428, -0.701, 0.493], [1.468, -0.073, -0.618], [0.537, 1.119, -0.249], [-0.742, 0.832, 0.495], [-1.920, -0.521, -0.061], [3.215, 0.107, 0.852], [1.684, -1.262, 1.148], [3.048, -1.469, 0.027], [0.798, -0.662, -1.262], [2.147, 0.451, -1.458], [0.833, 2.124, 0.182], [-0.108, 1.481, -1.089], [-1.395, 1.546, 0.742], [-0.617, 0.585, 1.628], [-1.034, -1.633, -0.515]],
  "mulliken_charge": [-0.9228, -0.4211, -0.4504, -0.9803, -0.2260, 0.2441, 0.2557, 0.3137, 0.4166, 0.2334, 0.3123, 0.2568, 0.5152, 0.3339, 0.1189]
}

So which one is most stable? That would be (x), about 46.2 kcal/mol below the next structure.

(w)
{
  "formula": "C4H10S",
  "method": "the ωB97M-V functional and the def2-TZVPD basis",
  "homo_lumo_gap_ev": 9.5,
  "lumo_ha": 0.0392,
  "smiles": "CSC(C)C",
  "elements": ["C", "S", "C", "C", "C", "H", "H", "H", "H", "H", "H", "H", "H", "H", "H"],
  "coordinates": [[-2.301, -0.111, 0.138], [-0.779, -0.992, -0.315], [0.411, -0.159, 0.375], [1.749, -0.917, 0.026], [0.607, 1.085, -0.278], [-2.517, 0.734, -0.417], [-3.290, -0.641, -0.286], [-2.720, 0.378, 1.131], [0.429, -0.230, 1.459], [1.770, -2.180, 0.237], [2.587, -0.454, 0.657], [1.922, -0.838, -1.124], [-0.218, 1.934, -0.405], [1.365, 1.640, 0.059], [0.986, 0.750, -1.257]],
  "mulliken_charge": [-1.0436, -0.1468, 0.4306, -1.2768, -1.3001, 0.3653, 0.2889, 0.3405, 0.3272, 0.2679, 0.3263, 0.3776, 0.2545, 0.4491, 0.3394]
}

(x)
{
  "formula": "C4H10S",
  "method": "the ωB97M-V functional and the def2-TZVPD basis",
  "homo_lumo_gap_ev": 9.9,
  "lumo_ha": 0.0333,
  "smiles": "C=C.CCS",
  "elements": ["C", "C", "H", "H", "H", "H", "C", "C", "S", "H", "H", "H", "H", "H", "H"],
  "coordinates": [[1.010, 1.214, -2.819], [0.351, 0.182, -3.364], [0.489, 2.089, -2.477], [2.032, 1.187, -2.641], [-0.734, 0.149, -3.483], [0.770, -0.783, -3.617], [0.974, -0.125, 2.427], [-0.440, 0.114, 2.213], [-0.929, -0.732, 0.539], [1.637, 0.705, 2.975], [1.608, -0.161, 1.512], [1.017, -1.066, 2.913], [-1.089, -0.252, 2.971], [-0.584, 1.170, 1.969], [-1.647, 0.366, 0.512]],
  "mulliken_charge": [-0.4233, -0.4651, 0.2126, 0.2480, 0.2076, 0.2218, -1.0222, -0.4228, -0.2066, 0.2611, 0.3003, 0.3029, 0.3601, 0.3002, 0.1255]
}

So which one is most stable? That would be (x), about 23.6 kcal/mol below the next structure.

(w)
{
  "formula": "C7H10N2",
  "method": "the ωB97M-V functional and the def2-TZVPD basis",
  "homo_lumo_gap_ev": 10.7,
  "lumo_ha": 0.0242,
  "smiles": "CC(C)(C#N)C#N.C=C",
  "elements": ["C", "C", "C", "C", "N", "C", "N", "H", "H", "H", "H", "H", "H", "C", "C", "H", "H", "H", "H"],
  "coordinates": [[2.196, -0.753, -0.945], [0.765, -0.318, -0.588], [0.666, 1.184, -0.299], [-0.135, -0.678, -1.670], [-0.830, -0.949, -2.536], [0.358, -1.115, 0.603], [0.313, -1.864, 1.472], [2.247, -1.830, -1.093], [2.875, -0.480, -0.139], [2.516, -0.260, -1.861], [0.506, 1.345, 0.793], [-0.208, 1.629, -0.760], [1.556, 1.698, -0.644], [-2.189, -0.255, 1.137], [-1.976, 1.034, 1.388], [-2.549, -0.584, 0.174], [-2.161, -0.992, 1.922], [-1.758, 1.386, 2.385], [-2.194, 1.802, 0.660]],
  "mulliken_charge": [-1.6942, 2.3872, -1.5145, -0.2229, -0.4762, -0.2230, -0.5437, 0.4005, 0.4281, 0.4379, 0.2883, 0.3422, 0.3989, -0.6702, -0.5868, 0.3217, 0.3191, 0.2739, 0.3337]
}

(x)
{
  "formula": "C7H10N2",
  "method": "the ωB97M-V functional and the def2-TZVPD basis",
  "homo_lumo_gap_ev": 8.8,
  "lumo_ha": 0.0417,
  "smiles": "C[C@H]1C=c2[nH][nH]c2=CC1",
  "elements": ["C", "C", "C", "C", "N", "N", "C", "C", "C", "H", "H", "H", "H", "H", "H", "H", "H", "H", "H"],
  "coordinates": [[-0.500, 2.073, 1.550], [-0.069, 0.673, 0.910], [-1.303, -0.071, 0.239], [-0.859, -1.028, -0.574], [-1.242, -2.132, -1.457], [0.172, -2.547, -1.413], [0.550, -1.257, -0.889], [1.558, -0.463, -0.785], [1.171, 0.866, -0.061], [0.508, 2.601, 1.383], [-1.029, 2.079, 2.535], [-1.219, 2.546, 0.821], [0.069, -0.040, 1.744], [-2.305, 0.119, 0.681], [-1.910, -2.734, -1.059], [0.710, -2.742, -2.332], [2.561, -0.671, -0.981], [1.978, 1.105, 0.554], [1.160, 1.624, -0.866]],
  "mulliken_charge": [-1.2201, 0.5005, -1.0691, 0.6690, -0.4161, -0.4039, 0.4627, -0.9860, -0.8805, 0.3214, 0.3339, 0.3117, 0.2325, 0.3374, 0.2775, 0.3028, 0.4754, 0.4633, 0.2875]
}

(y)
{
  "formula": "C7H10N2",
  "method": "the ωB97M-V functional and the def2-TZVPD basis",
  "homo_lumo_gap_ev": 9.2,
  "lumo_ha": 0.0134,
  "elements": ["C", "C", "C", "C", "C", "C", "C", "H", "H", "H", "H", "H", "H", "H", "H", "H", "H", "N", "N"],
  "coordinates": [[2.985, 0.020, 0.019], [1.559, -0.227, -0.151], [1.014, -1.552, 0.041], [-1.052, -0.791, 0.042], [-2.468, -1.123, -0.069], [-0.544, 0.569, -0.094], [-1.171, 2.002, 0.145], [3.561, -0.554, -0.585], [2.829, 1.188, -0.643], [3.429, 0.108, 1.105], [1.902, -2.298, 0.232], [-2.341, -2.172, -0.265], [-3.028, -0.769, -0.940], [-3.040, -0.687, 0.738], [-1.937, 2.262, -0.709], [-1.802, 2.333, 0.960], [-0.434, 2.734, 0.039], [-0.216, -1.919, 0.159], [0.754, 0.875, -0.022]],
  "mulliken_charge": [-1.0980, 0.6178, -0.2770, 0.5531, -1.1522, 0.3308, -1.1437, 0.4707, 0.2581, 0.2066, 0.2407, 0.4046, 0.3265, 0.2711, 0.2523, 0.3200, 0.3801, -0.5577, -0.4038]
}

(z)
{
  "formula": "C7H10N2",
  "method": "the ωB97M-V functional and the def2-TZVPD basis",
  "homo_lumo_gap_ev": 8.1,
  "lumo_ha": 0.0205,
  "elements": ["C", "C", "C", "C", "C", "C", "C", "H", "H", "H", "H", "H", "H", "H", "H", "H", "H", "N", "N"],
  "coordinates": [[1.245, 2.356, -2.154], [0.437, 0.359, -1.233], [-0.035, -1.013, -1.254], [-0.541, -1.658, -0.119], [-0.942, -1.823, 2.280], [-0.125, 0.143, 1.194], [0.244, 0.908, 0.164], [0.283, 3.031, -1.466], [1.842, 2.297, -1.356], [1.305, 3.032, -3.208], [0.069, -1.471, -2.100], [-0.971, -2.784, -0.026], [-1.704, -1.027, 2.937], [-1.594, -2.994, 2.106], [-0.111, -2.212, 3.037], [-0.191, 0.721, 2.177], [0.514, 2.439, 0.281], [0.785, 0.856, -2.282], [-0.509, -1.162, 1.024]],
  "mulliken_charge": [-0.8846, 0.9901, -0.9782, 0.2195, -0.7709, -0.0968, -0.5889, 0.1398, 0.4854, 0.2547, 0.5916, 0.1094, 0.2739, 0.2312, 0.2672, 0.2666, 0.0128, -0.7123, 0.1896]
}

So which one is most stable? That would be (w), about 28.9 kcal/mol below the next structure.

(w)
{
  "formula": "C4H5N2O4P",
  "method": "the ωB97M-V functional and the def2-TZVPD basis",
  "homo_lumo_gap_ev": 7.6,
  "lumo_ha": 0.2442,
  "total_charge": -2,
  "smiles": "O=C([O-])[C@H]1NN[C@H](C(=O)[O-])P1",
  "elements": ["O", "C", "O", "C", "N", "N", "C", "C", "O", "O", "P", "H", "H", "H", "H", "H"],
  "coordinates": [[3.289, -0.720, 1.063], [2.499, -0.297, 0.190], [2.824, 0.305, -0.812], [0.974, -0.580, 0.414], [0.212, 0.882, 1.029], [-0.537, 1.429, 0.054], [-1.296, 0.293, -0.725], [-2.330, -0.361, 0.236], [-1.916, -1.519, 0.559], [-3.381, 0.231, 0.514], [-0.008, -1.103, -1.013], [0.891, -1.382, 1.211], [-0.590, 0.448, 1.528], [0.022, 1.920, -0.675], [-1.565, 0.738, -1.688], [0.913, -0.285, -1.884]],
  "mulliken_charge": [-0.7750, 0.2293, -0.6739, 0.2189, -0.5681, -0.4328, -0.3213, 0.2508, -0.6234, -0.7318, -0.1295, 0.3222, 0.4367, 0.3224, 0.4855, -0.0101]
}

(x)
{
  "formula": "C4H5N2O4P",
  "method": "the ωB97M-V functional and the def2-TZVPD basis",
  "homo_lumo_gap_ev": 7.1,
  "lumo_ha": 0.2467,
  "total_charge": -2,
  "elements": ["C", "C", "C", "C", "N", "N", "O", "O", "O", "O", "P", "H", "H", "H", "H", "H"],
  "coordinates": [[-2.939, 0.060, -0.125], [-2.138, 1.273, -0.022], [-0.916, -0.467, -0.252], [0.371, -1.345, -0.019], [-2.149, -1.038, -0.224], [-0.821, 0.833, -0.009], [3.960, -0.075, -0.736], [2.588, -0.154, 1.469], [2.104, 1.587, -0.299], [1.534, -0.897, -0.713], [2.671, 0.114, 0.004], [-3.952, -0.082, 0.167], [-2.313, 2.346, -0.229], [0.542, -1.371, 1.014], [0.161, -2.457, -0.263], [1.295, 1.672, 0.238]],
  "mulliken_charge": [-0.3780, -0.5310, 0.2122, -0.1938, -0.7807, -0.2582, -0.8022, -0.7580, -0.5082, -0.3162, 0.7839, 0.3794, 0.3041, 0.2317, 0.2095, 0.4054]
}

So which one is most stable? That would be (x), about 105.6 kcal/mol below the next structure.

(w)
{
  "formula": "C2H5NS2",
  "method": "the ωB97M-V functional and the def2-TZVPD basis",
  "homo_lumo_gap_ev": 9.9,
  "lumo_ha": 0.0206,
  "smiles": "CN=C=S.S",
  "elements": ["C", "N", "C", "S", "H", "H", "H", "S", "H", "H"],
  "coordinates": [[-0.087, 2.221, -0.075], [-0.339, 0.818, 0.214], [-1.083, -0.073, 0.002], [-1.960, -1.274, -0.388], [0.288, 2.201, -1.078], [-1.099, 2.732, -0.028], [0.405, 2.636, 0.716], [1.853, -3.228, 0.064], [0.838, -3.965, 0.453], [1.185, -2.068, 0.119]],
  "mulliken_charge": [-0.6208, -0.2264, 0.4233, -0.3921, 0.2980, 0.2729, 0.2583, -0.2497, 0.1332, 0.1035]
}

(x)
{
  "formula": "C2H5NS2",
  "method": "the ωB97M-V functional and the def2-TZVPD basis",
  "homo_lumo_gap_ev": 9.2,
  "lumo_ha": 0.0220,
  "smiles": "CN1S[C@@H]1S",
  "elements": ["C", "N", "S", "C", "S", "H", "H", "H", "H", "H"],
  "coordinates": [[0.321, -0.497, -0.960], [0.260, 0.621, -0.068], [-0.712, 2.014, -0.620], [-0.694, 0.961, 0.888], [-0.085, 1.679, 2.445], [1.157, -0.557, -1.599], [0.504, -1.286, -0.307], [-0.550, -0.588, -1.474], [-1.726, 0.239, 0.967], [1.093, 2.134, 1.804]],
  "mulliken_charge": [-0.8850, -0.2168, -0.1504, -0.0386, -0.2203, 0.2874, 0.3741, 0.3699, 0.3056, 0.1739]
}

So which one is most stable? That would be (w), about 37.1 kcal/mol below the next structure.